1.
A structure of composition C6H15KO3P in a non-equilibrium geometry, computed with ωB97M-V/def2-TZVPD.

Geometry (Å):
C (3.98362, -1.08100, 0.63722)
C (3.24071, -0.15050, -0.31819)
C (2.22980, 0.76068, 0.38001)
C (0.88924, 0.74863, -0.30569)
O (-0.05282, 1.50973, 0.41933)
P (-1.67156, 1.14260, 0.12697)
C (-3.58828, 0.70226, -0.17280)
C (-3.88320, -0.63612, 0.29703)
O (-4.50833, -0.97940, 1.22085)
O (-3.25257, -1.66315, -0.51263)
H (4.06589, -0.63751, 1.61814)
H (3.45404, -2.01934, 0.73454)
H (4.97277, -1.31442, 0.27296)
H (2.70434, -0.76142, -1.03891)
H (3.93259, 0.43998, -0.90058)
H (2.10194, 0.49269, 1.41943)
H (2.58473, 1.78417, 0.36238)
H (0.98368, 1.13804, -1.31592)
H (0.55418, -0.29677, -0.37704)
H (-1.50294, -0.04895, 0.85725)
H (-2.03668, 2.28057, 0.83095)
H (-1.48675, 1.22221, -1.25762)
H (-4.23253, 1.40090, 0.33406)
H (-3.73523, 0.74694, -1.24395)
H (-2.39484, -1.86570, -0.12941)
K (-3.35182, -2.91514, -1.93837)

Forces on atoms 1 to 3 (eV/Å):
C -0.1 0.1 -0.3
C -0.2 -0.2 0.1
C 0.2 0.3 -0.3

orbital gap	9.1	eV
highest occupied orbital energy	-13.12	eV
net charge	+1



2.
A structure of composition C47H45N7P3Se2Yb in a non-equilibrium geometry, computed with ωB97M-V/def2-TZVPD.

Geometry (Å):
Yb (0.25468, 0.55302, 1.83167)
C (-4.20460, 1.32912, 2.93533)
C (-4.45406, 0.34228, 3.91248)
C (-3.48187, -0.54593, 4.24778)
C (-2.16576, -0.43900, 3.64165)
N (-1.96303, 0.51677, 2.70872)
C (-2.94314, 1.37587, 2.41332)
C (-1.09496, -1.27775, 4.03113)
C (-1.28815, -2.33851, 4.94101)
C (-0.22678, -3.02240, 5.43858)
C (1.08109, -2.75836, 4.98104)
C (1.23326, -1.75305, 4.07243)
N (0.18788, -1.02507, 3.58265)
H (-4.97335, 2.06014, 2.62698)
H (-5.36768, 0.32356, 4.48504)
H (-3.65273, -1.36881, 4.90509)
H (-2.71897, 2.06420, 1.58833)
H (-2.29867, -2.64826, 5.17897)
H (-0.44029, -3.77920, 6.17853)
H (1.97527, -3.36666, 5.27160)
H (2.22309, -1.49011, 3.65120)
Se (-2.27233, -0.95335, -5.15106)
P (-0.36721, -0.24771, -4.43031)
C (0.26611, 1.27990, -5.15544)
C (-0.57654, 2.13450, -5.82419)
C (-0.07055, 3.20445, -6.54787)
C (1.29908, 3.47060, -6.50472)
C (2.12778, 2.66523, -5.69067)
C (1.62207, 1.55572, -5.02520)
C (0.95203, -1.45730, -4.73754)
C (2.03707, -1.62294, -3.89624)
C (3.19832, -2.17528, -4.35926)
C (3.25573, -2.62629, -5.66344)
C (2.18028, -2.50712, -6.49931)
C (1.00462, -1.95025, -6.03280)
C (-0.68454, 0.08273, -2.70685)
C (-0.50047, -0.69904, -1.55881)
N (-0.73172, 0.13657, -0.45143)
N (-0.91573, 1.40536, -0.92625)
N (-0.76460, 1.42180, -2.26857)
P (-0.09902, -2.39669, -1.18880)
Se (1.45575, -1.92961, 0.27593)
C (-1.71524, -3.00825, -0.75189)
C (-1.76422, -4.13414, 0.05650)
C (-2.98419, -4.72604, 0.37664)
C (-4.14340, -4.29357, -0.25928)
C (-4.09570, -3.15461, -1.05730)
C (-2.88592, -2.44497, -1.26029)
C (0.33349, -3.74728, -2.30079)
C (-0.47510, -4.05921, -3.39180)
C (-0.35059, -5.31809, -4.00901)
C (0.58492, -6.23811, -3.57494)
C (1.42361, -5.91765, -2.47921)
C (1.26865, -4.70676, -1.84525)
H (-1.62432, 1.82269, -5.84448)
H (-0.75136, 3.81065, -7.14265)
H (1.77800, 4.25005, -7.09368)
H (3.17181, 2.88830, -5.66994)
H (2.27625, 0.96448, -4.39430)
H (1.95709, -1.34804, -2.82292)
H (4.12584, -2.30183, -3.75649)
H (4.14031, -3.11981, -6.09611)
H (2.24901, -2.88614, -7.54764)
H (0.11821, -1.85663, -6.68305)
H (-0.80834, -4.50913, 0.46835)
H (-2.92779, -5.58948, 1.03776)
H (-5.05652, -4.85988, -0.16884)
H (-5.00665, -2.71194, -1.47817)
H (-2.89822, -1.41688, -1.74553)
H (-1.26780, -3.37023, -3.74054)
H (-1.04624, -5.64154, -4.77587)
H (0.65211, -7.21279, -4.07506)
H (2.13895, -6.64279, -2.11363)
H (1.85254, -4.38777, -0.99193)
C (2.54300, 1.70570, 6.38390)
P (2.11579, 2.06786, 4.60111)
C (3.30655, 3.45272, 4.31306)
C (0.57914, 3.01724, 4.77396)
C (0.26325, 4.11144, 3.97219)
C (-0.95708, 4.75862, 4.05437)
C (-1.88416, 4.26529, 4.97355)
C (-1.61032, 3.15634, 5.77845)
C (-0.38995, 2.52500, 5.66677)
H (1.74030, 1.09911, 6.80044)
H (2.70888, 2.59321, 7.01932)
H (3.50033, 1.10910, 6.38612)
H (3.04128, 4.34283, 4.92561)
H (3.34110, 3.75593, 3.25122)
H (4.34093, 3.14825, 4.59754)
H (1.06920, 4.55451, 3.39962)
H (-1.16119, 5.66242, 3.47128)
H (-2.83952, 4.75212, 5.03205)
H (-2.32647, 2.81221, 6.49391)
H (-0.14474, 1.72454, 6.33238)
C (2.53912, 5.38691, -0.19495)
N (1.49663, 4.29895, -0.29695)
C (0.43688, 4.38960, -1.34981)
C (1.47086, 3.27830, 0.54017)
N (1.49951, 2.36088, 1.28806)
H (2.54793, 6.01869, -1.13397)
H (3.50687, 4.81874, -0.13094)
H (2.36415, 5.99204, 0.70764)
H (0.89056, 4.39118, -2.35034)
H (-0.16794, 5.27533, -1.20799)
H (-0.18739, 3.49921, -1.24715)

Forces on atoms 1 to 3 (eV/Å):
Yb 0.2 -0.6 -0.7
C -0.8 0.0 0.9
C -0.3 1.0 -0.3

orbital gap (spin up / spin down)	6.3 / 3.6	eV
highest occupied orbital energy (spin up / spin down)	-11.43 / -11.43	eV
2S+1	2
net charge	+2



3.
A cluster of 10 separate species, C19H62N10O10 in total in a non-equilibrium geometry, computed with ωB97M-V/def2-TZVPD.

Geometry (Å):
C (-3.32797, -2.56099, 3.62290)
O (-2.13421, -3.28276, 3.95319)
C (-2.12442, -4.65988, 3.86720)
C (-1.86042, -5.08980, 2.39278)
C (-0.69417, -4.42148, 1.73919)
N (-3.09667, -4.85498, 1.61226)
H (-4.19174, -3.18328, 3.82468)
H (-3.25638, -2.11030, 2.61264)
H (-3.28365, -1.66709, 4.28819)
H (-1.28585, -4.88783, 4.53931)
H (-3.07433, -5.08950, 4.21853)
H (-1.72839, -6.20621, 2.37268)
H (-0.73766, -3.35141, 1.67160)
H (-0.57751, -4.74935, 0.71414)
H (0.20543, -4.60579, 2.28705)
H (-3.67385, -5.65290, 1.81308)
H (-2.87420, -4.99748, 0.62142)
C (-1.54532, 2.52457, -5.30126)
O (-2.75223, 1.78390, -4.95766)
C (-3.79112, 2.64703, -4.59132)
C (-3.82460, 2.74002, -3.05877)
C (-4.08082, 1.39703, -2.44487)
N (-4.89043, 3.65758, -2.71748)
H (-1.76986, 3.04792, -6.21467)
H (-0.78930, 1.80267, -5.42562)
H (-1.17849, 3.24882, -4.54005)
H (-3.76081, 3.62307, -5.02462)
H (-4.68514, 2.16245, -4.97556)
H (-2.79304, 3.11721, -2.79111)
H (-3.27345, 0.65490, -2.69640)
H (-5.07551, 1.08703, -2.76313)
H (-4.04894, 1.47284, -1.34003)
H (-4.77262, 3.84259, -1.75420)
H (-4.81447, 4.56361, -3.15784)
C (4.21965, -1.96170, -2.51039)
O (4.16608, -3.26901, -2.01357)
C (4.05275, -3.28286, -0.57683)
C (3.48693, -4.64631, -0.15650)
C (3.55113, -4.74464, 1.33840)
N (4.25550, -5.68013, -0.77249)
H (5.15966, -1.48284, -2.23455)
H (3.43336, -1.27732, -2.24478)
H (4.14589, -2.08781, -3.59710)
H (4.97683, -3.30125, 0.01908)
H (3.44161, -2.39432, -0.24438)
H (2.37565, -4.66879, -0.38339)
H (2.88620, -5.57299, 1.49984)
H (3.13874, -3.80993, 1.80909)
H (4.54104, -4.94553, 1.68781)
H (3.97202, -6.60732, -0.53044)
H (4.18071, -5.67804, -1.78097)
C (0.31125, 5.36882, 0.91843)
O (0.96856, 6.43734, 0.30568)
C (2.32205, 6.17405, 0.05533)
C (2.63289, 5.01633, -0.92987)
C (4.12777, 4.80611, -1.12360)
N (2.00928, 5.25835, -2.23500)
H (-0.72544, 5.66604, 1.28591)
H (0.88300, 5.06182, 1.78953)
H (0.13220, 4.46050, 0.32871)
H (2.84771, 7.05946, -0.30519)
H (2.75499, 5.86071, 1.00866)
H (2.37666, 4.08329, -0.44309)
H (4.13642, 4.20116, -2.03154)
H (4.56570, 4.19336, -0.28308)
H (4.69839, 5.71571, -1.09868)
H (1.01386, 5.39080, -2.11102)
H (2.21955, 4.55901, -2.94249)
N (0.53473, 1.26284, 4.83348)
C (0.32257, 0.09163, 4.14880)
N (-0.49806, -0.86502, 4.60983)
O (0.99689, -0.12734, 3.09444)
H (0.79590, 2.01074, 4.12799)
H (-0.13175, 1.54756, 5.56810)
H (-1.16670, -0.71535, 5.32134)
H (-0.54079, -1.81143, 4.29394)
N (-4.13303, -2.15435, -1.11229)
C (-2.93472, -1.72081, -0.60529)
N (-1.86529, -2.13448, -1.38859)
O (-2.76099, -1.08522, 0.43146)
H (-4.37888, -1.89272, -2.06028)
H (-4.91538, -1.95132, -0.52329)
H (-0.94451, -1.89433, -0.96918)
H (-2.04475, -2.89297, -1.99804)
N (3.01887, 0.91661, -0.29261)
C (2.15751, 1.57466, -1.05192)
N (0.86264, 1.43582, -0.61409)
O (2.48748, 2.13966, -2.06549)
H (2.80136, 0.40808, 0.57300)
H (3.95248, 0.93144, -0.69963)
H (0.12026, 1.83057, -1.16840)
H (0.56046, 0.55969, -0.21300)
O (-2.07164, 1.87164, 1.65650)
H (-2.36311, 0.98757, 1.49739)
H (-1.18488, 1.94491, 1.34449)
O (0.06885, -1.44152, 0.62416)
H (0.46234, -1.05007, 1.47817)
H (-0.82029, -1.13342, 0.77705)
O (1.97329, 2.80648, 2.38392)
H (2.17893, 1.86573, 2.65856)
H (1.76377, 2.78042, 1.44573)

Forces on atoms 1 to 3 (eV/Å):
C 1.3 1.3 0.2
O -0.3 1.7 0.3
C 0.6 -0.2 -1.1

structure (SMILES)	COC[C@H](C)N.COC[C@H](C)N.COC[C@H](C)N.COC[C@H](C)N.NC(N)=O.NC(N)=O.NC(N)=O.O.O.O
orbital gap	9.0	eV
highest occupied orbital energy	-8.58	eV
net charge	0